Density functional theory data (ωB97M-V/def2-TZVPD) for one molecule with the formula C9H11N at a distorted geometry.

```
21
Properties=species:S:1:pos:R:3:lowdin_charge:R:1
C 2.217 -1.235 -0.019 -0.077
C 1.660 0.889 0.090 0.160
C 2.735 0.071 -0.020 -0.350
C 0.422 0.137 0.023 -0.181
C -1.040 0.520 0.112 -0.233
C -1.406 1.846 0.105 0.073
C -2.150 -0.509 0.237 -0.122
C 4.104 0.501 0.047 -0.076
C -3.562 -0.531 -0.113 -0.153
N 0.842 -1.235 -0.060 0.058
H 2.571 -2.240 -0.200 0.114
H -2.371 2.104 0.196 0.016
H -0.539 2.480 0.112 0.057
H -1.916 -1.476 0.725 0.091
H 4.226 1.352 0.663 0.065
H 4.729 -0.263 0.402 0.060
H 4.611 0.839 -0.907 0.105
H -4.225 -0.090 0.750 0.114
H -3.933 -1.519 -0.457 0.079
H -3.709 0.226 -0.913 0.075
H 0.126 -1.868 -0.335 0.126
```

Properties
E_LUMO (spin up / spin down) in hartree: -0.002 / -0.026
Largest force on an atom in eV/A: 5.0
Frontier orbital gap (spin up / spin down) in eV: 7.5 / 6.8
Energy in Eh: -404.0762
E_HOMO (spin up / spin down) in eV: -7.543 / -7.472